18
Properties=species:S:1:pos:R:3:nbo_charge:R:1 method="wB97M-V/def2-TZVPD" max_force_ev_per_a=1.6 e_homo_ev=-9.4 e_above_lowest_kcal_mol=42.76 smiles="CNC(=O)[C@@H](N)CO" gap_ev=10.08
C 0.1182 0.5634 0.1672 -0.18
H -1.6460 0.7514 -0.9221 0.36
C -0.1845 -0.7968 0.7743 0.66
H -0.3713 -2.8272 0.4000 0.41
N -0.1630 -1.9258 -0.0018 -0.62
H 0.2946 -2.7732 -1.8659 0.21
O 1.2570 2.6378 0.6381 -0.74
H 0.7634 0.4633 -0.6899 0.19
H 1.7202 0.9014 1.5601 0.18
O -0.4684 -0.8761 1.9606 -0.62
H -1.6728 1.3682 0.5588 0.36
H 0.4840 -1.1050 -1.8437 0.20
H 0.2083 1.6761 2.0360 0.19
C 0.8318 1.4024 1.1917 -0.05
H -1.0841 -1.6419 -1.9538 0.19
N -1.0854 1.2808 -0.2647 -0.81
H 1.1599 2.7909 -0.3038 0.48
C -0.1619 -1.8897 -1.4413 -0.43

=====

20
Properties=species:S:1:pos:R:3:nbo_charge:R:1 method="wB97M-V/def2-TZVPD" max_force_ev_per_a=3.9 e_homo_ev=-9.0 e_above_lowest_kcal_mol=0.00 smiles="C[C@H](N)C(=O)O.S=CNS" gap_ev=8.63
H -1.1222 0.9015 0.1454 0.39
C 0.7240 0.9760 -0.9641 -0.17
S -2.0367 -2.5259 3.3747 0.19
H -2.0482 -0.4049 1.6245 0.21
O 1.4965 2.5557 -2.6320 -0.59
H -0.0517 -1.3391 3.6533 0.42
O -0.6485 1.7728 -2.8003 -0.69
H -0.6072 -0.5899 -0.4142 0.37
C 0.6051 1.8103 -2.2950 0.78
H -1.7017 -3.7226 2.8092 0.11
N -0.8176 -1.5090 2.8425 -0.76
H 2.0193 -0.7439 -0.5937 0.20
C 1.7386 -0.0882 -1.4535 -0.61
C -1.0033 -0.4061 2.0499 -0.15
H 2.6307 0.2817 -1.9446 0.25
S 0.1647 0.6513 1.9345 -0.02
H 1.1223 -0.7129 -2.1020 0.20
N -0.6167 0.4604 -0.6415 -0.88
H 1.2468 1.5993 -0.2440 0.23
H -1.0943 1.0335 -2.3488 0.51

=====

19
Properties=species:S:1:pos:R:3:nbo_charge:R:1 method="wB97M-V/def2-TZVPD" max_force_ev_per_a=2.3 e_homo_ev=-17.5 e_above_lowest_kcal_mol=0.00 charge=+2 gap_ev=6.73
H 4.0869 -0.8788 2.6006 0.44
H -3.9467 2.9796 -0.3504 0.44
H -3.2935 0.1291 -2.4717 0.25
H 4.5545 -0.3516 -0.3897 0.28
C -3.0764 1.1595 -0.6344 0.73
H 5.0148 -1.8753 0.4014 0.26
N 3.1921 -1.1224 2.2041 -0.74
O 1.8469 -1.1484 0.3766 -0.80
C 4.1861 -1.3051 -0.0141 -0.73
H -4.8337 0.5593 -1.7761 0.27
H -2.8727 2.3838 0.9069 0.42
H -3.7690 1.8468 -2.4852 0.25
C -3.8160 0.9125 -1.9274 -0.71
Sn -0.7733 -1.7802 0.8490 1.80
H 2.3682 -1.0095 2.7721 0.40
C 2.9997 -1.1601 0.8863 0.73
H 3.8132 -1.9001 -0.8481 0.26
N -3.2572 2.3220 -0.0236 -0.73
O -2.4239 0.2389 -0.0762 -0.83

=====

18
Properties=species:S:1:pos:R:3:nbo_charge:R:1 method="wB97M-V/def2-TZVPD" max_force_ev_per_a=6.2 e_homo_ev=-9.2 e_above_lowest_kcal_mol=94.02 gap_ev=9.76
C -1.1051 -0.4047 -1.0418 0.05
H 2.1960 -0.7946 2.0290 0.22
H -1.9421 -0.1033 1.3078 0.25
H -1.3646 0.3008 -1.9741 0.18
H -3.1519 -0.3186 -0.0521 0.24
N 0.8219 -0.9181 0.2012 -0.54
H 2.6927 0.0603 0.4096 0.18
H -0.5441 -2.1865 -0.7540 0.50
N 0.3826 1.3836 -0.3590 -0.79
H -0.4441 1.8130 -0.8738 0.40
H 2.5922 -1.8669 0.4140 0.22
C 2.2024 -0.8013 0.8783 -0.45
H 2.1744 2.0938 0.7027 0.10
C -2.0462 0.0176 0.0815 -0.69
C 0.1689 0.0471 -0.2991 0.42
H -2.3358 1.1557 -0.1530 0.20
O -1.1636 -1.7442 -1.4799 -0.71
S 0.8663 2.2665 0.9627 0.21

=====

18
Properties=species:S:1:pos:R:3:nbo_charge:R:1 method="wB97M-V/def2-TZVPD" max_force_ev_per_a=4.8 e_homo_ev=-9.2 e_above_lowest_kcal_mol=72.01 smiles="[H]/N=C(/NS)[C@H](C)CO" gap_ev=9.71
O -1.3114 -1.3997 -0.9609 -0.74
C 0.3602 1.2234 -0.2736 0.46
H -0.7451 0.6871 2.4575 0.21
C -1.0740 -0.0287 1.6923 -0.60
C -0.9890 0.6641 0.3110 -0.31
H -1.7860 0.5225 -1.7097 0.18
S 1.5623 -1.1887 0.3227 0.14
H -0.4902 -0.8727 1.7284 0.23
H -2.9151 -0.0413 -0.3653 0.18
H -2.0921 -0.1538 1.7660 0.20
H 1.1177 -2.2513 -0.4155 0.12
H 0.0571 3.1760 -0.0276 0.35
N 1.3060 0.2175 -0.6802 -0.77
H -1.5732 1.5785 0.4577 0.21
H -1.8259 -2.1806 -0.3572 0.47
H 2.3126 0.5220 -0.9370 0.42
N 0.7853 2.4391 -0.2211 -0.69
C -1.8312 -0.0865 -0.6902 -0.06

=====

18
Properties=species:S:1:pos:R:3:nbo_charge:R:1 method="wB97M-V/def2-TZVPD" max_force_ev_per_a=5.0 e_homo_ev=-9.0 e_above_lowest_kcal_mol=85.49 gap_ev=7.76
H -2.0507 0.0348 1.5535 0.24
H -2.6590 1.9213 -0.1382 0.09
H -1.9320 -1.5353 0.7166 0.23
H 0.9455 -0.3138 2.4190 0.37
S -3.2603 0.0020 -0.5320 0.04
N 1.7437 -0.4475 -1.7707 -0.85
H 0.7711 -0.6235 -2.0555 0.38
N 0.7381 0.3968 1.7382 -0.86
C 0.5705 -0.2222 0.3924 -0.16
C -0.6825 0.1053 -0.2540 -0.38
H 0.6278 -1.2326 0.4612 0.20
H 1.4474 1.1717 1.7688 0.39
C 1.8587 0.0465 -0.4740 0.68
C -1.9625 -0.4311 0.5766 -0.58
H -0.7183 -0.4686 -1.1865 0.19
O 2.8950 0.6269 -0.1303 -0.61
H 2.3862 -0.2086 -2.5566 0.41
H -0.7188 1.1777 -0.5285 0.22

=====

18
Properties=species:S:1:pos:R:3:nbo_charge:R:1 method="wB97M-V/def2-TZVPD" max_force_ev_per_a=3.0 e_homo_ev=-9.1 e_above_lowest_kcal_mol=35.52 smiles="CNC(=O)[C@@H](N)CS" gap_ev=9.82
H -1.5403 1.2704 -0.7064 0.20
N -1.5296 -0.3331 0.6238 -0.61
H -2.3371 -0.1615 -1.3835 0.20
H 1.7822 2.1457 0.7347 0.38
H -3.0880 0.8857 -0.1692 0.20
H 0.3475 1.0476 -0.5495 0.20
C 0.8485 0.4104 0.2089 -0.15
S 0.5532 -1.2292 -2.0723 -0.11
H 0.0744 -2.5110 -2.0819 0.15
H -2.2764 -0.8007 1.1032 0.41
O -0.0502 -0.4876 2.2322 -0.63
H 2.4302 -0.1931 -0.9677 0.24
H 2.0476 -1.5043 0.0522 0.25
C -2.1313 0.4115 -0.4738 -0.41
C -0.2419 -0.1897 1.0594 0.66
N 1.8616 1.1262 1.0043 -0.85
H 1.6834 0.8657 1.9739 0.40
C 1.5663 -0.7530 -0.5882 -0.50

=====

17
Properties=species:S:1:pos:R:3:nbo_charge:R:1 method="wB97M-V/def2-TZVPD" max_force_ev_per_a=6.2 e_homo_ev=-8.0 e_above_lowest_kcal_mol=98.93 smiles="C/C(=N/S)N(C)C" gap_ev=8.67
H 0.2465 -2.4300 0.7453 0.21
H 1.8932 -1.9751 -0.9894 0.22
H 1.9471 -0.3890 -1.9277 0.23
H 2.1351 1.8184 0.8592 0.21
C 1.7849 -0.8742 -1.0231 -0.40
S -2.1809 -0.1588 -0.2490 0.25
H 0.7362 2.9921 0.3707 0.25
H -0.0613 -0.8700 1.9187 0.24
C 1.3357 1.9309 0.1464 -0.67
N -1.0188 0.8852 0.1796 -0.65
H -1.3213 -1.0648 -0.9617 0.08
C 0.2952 0.6711 0.2570 0.44
N 0.7527 -0.5465 -0.0351 -0.54
H 1.8329 -1.3857 1.6519 0.18
H 2.8551 -0.3398 -0.5418 0.14
H 1.8118 1.7806 -0.9665 0.22
C 0.6979 -1.3889 1.0886 -0.42

=====

17
Properties=species:S:1:pos:R:3:nbo_charge:R:1 method="wB97M-V/def2-TZVPD" max_force_ev_per_a=10.6 e_homo_ev=-9.0 e_above_lowest_kcal_mol=97.73 gap_ev=9.36
H -0.4834 2.7529 0.2163 0.21
C 0.6376 0.1242 2.0308 -0.67
H -1.3413 0.9056 1.2439 0.22
H 0.0808 -0.7444 2.6753 0.23
H -0.4294 2.5996 1.9688 0.21
H -2.1209 -1.0447 0.2091 0.17
S 1.1378 -0.5044 -1.0158 0.09
N -1.3961 -1.5971 -1.6845 -0.74
N -0.4314 0.0196 -0.2535 -0.51
H 0.6746 0.6842 2.9734 0.24
H 1.6253 -1.4036 -0.0284 0.13
C -0.2425 0.7512 0.9926 -0.08
H -0.5903 -1.7115 -2.2806 0.35
C -0.0418 2.2819 0.9922 -0.56
C -1.3184 -0.7506 -0.6750 0.28
H 1.7463 -0.0284 1.6777 0.24
H 1.2165 2.6626 1.1190 0.18

=====

17
Properties=species:S:1:pos:R:3:nbo_charge:R:1 method="wB97M-V/def2-TZVPD" max_force_ev_per_a=0.9 e_homo_ev=-9.0 e_above_lowest_kcal_mol=11.38 smiles="C/N=C(/CS)NC" gap_ev=9.76
H -2.1343 -0.4511 -1.1137 0.19
S 3.0713 0.0095 -0.2654 -0.05
C 0.3483 -0.4719 0.2865 0.43
H -2.2772 -0.5077 0.6286 0.18
H 2.6768 -0.2271 -1.5503 0.13
H 2.0299 -0.8698 1.6341 0.24
H -0.5654 1.5799 -1.2439 0.19
C -0.7272 1.7379 -0.1638 -0.41
H -1.7935 1.5761 0.0511 0.20
C 1.7598 -0.9468 0.5517 -0.57
N -0.4729 -1.3311 -0.1632 -0.49
H 1.7903 -2.0171 0.2719 0.25
H -0.4637 2.7541 0.0799 0.21
N 0.1110 0.8564 0.6453 -0.64
H -2.4451 -1.9805 -0.3086 0.20
C -1.8897 -1.0319 -0.2418 -0.44
H 0.9815 1.3209 0.9015 0.39

=====

17
Properties=species:S:1:pos:R:3:nbo_charge:R:1 method="wB97M-V/def2-TZVPD" max_force_ev_per_a=3.3 e_homo_ev=-8.8 e_above_lowest_kcal_mol=16.80 gap_ev=9.62
H -1.7870 -1.4423 -0.8393 0.20
H 3.3146 -0.3912 1.2658 0.12
H -0.7675 2.1502 0.4677 0.21
C -1.1570 1.3280 -0.1923 -0.42
H -2.2542 1.3909 -0.2191 0.21
N 0.6834 -1.6735 -0.3267 -0.73
S 3.2312 -0.0698 -0.0122 0.01
C 1.5891 0.5556 -0.0184 -0.63
H -1.6129 -1.8249 0.8710 0.23
H 1.6199 -1.9369 -0.4007 0.35
H -2.7728 -0.4648 0.2998 0.19
H 1.4561 1.0957 -0.9399 0.24
N -0.8121 0.0064 0.2948 -0.44
C -1.8400 -0.9928 0.1502 -0.41
H -0.8838 1.4183 -1.2334 0.18
C 0.4653 -0.4535 0.0126 0.44
H 1.5276 1.3045 0.8200 0.23

=====

18
Properties=species:S:1:pos:R:3:nbo_charge:R:1 method="wB97M-V/def2-TZVPD" max_force_ev_per_a=3.8 e_homo_ev=-8.1 e_above_lowest_kcal_mol=55.83 smiles="CN(C)N(C)C(=S)S" gap_ev=8.74
C 0.2832 1.7293 -0.2273 -0.42
N 0.1971 -0.7170 -0.0646 -0.28
N -0.5251 0.5366 0.0236 -0.31
H 1.4781 -1.8925 1.3949 0.21
H -0.1849 2.7071 0.2187 0.26
S -2.9081 1.6332 -0.2493 -0.20
C 0.9298 -0.9098 1.3350 -0.42
H -3.6877 -0.6445 0.6321 0.16
H 1.2469 1.4294 0.3256 0.19
H 0.7878 -0.4065 -2.0947 0.22
H 1.6455 -0.1027 1.2677 0.18
H 0.6126 1.8326 -1.2177 0.20
S -2.5157 -1.2688 0.2334 0.04
H 1.1249 -1.9410 -1.4349 0.22
H 0.1544 -0.9514 2.0598 0.22
C -1.8406 0.3756 -0.0326 -0.02
H 2.1034 -0.5201 -0.9649 0.17
C 1.0983 -0.8895 -1.2046 -0.43